# 1
126
Properties=species:S:1:pos:R:3:forces:R:3:lowdin_spin:R:1 method="wB97M-V/def2-TZVPD" max_force_ev_per_a=1.01 total_charge=+1 spin_multiplicity=2 lumo_ev="-2.54 / -3.26" homo_lumo_gap_ev="7.47 / 6.97" homo_ev="-10.0119 / -10.2316"
Ir 0.425053 -0.711636 0.188387 -0.6 0.8 0.2 0.78
C 2.793941 1.328728 -3.681626 0.1 0.1 -0.1 0.00
Si 1.875536 1.148805 -2.084815 -0.2 -0.2 -0.1 0.01
C 0.049490 1.389256 -2.559561 0.1 -0.1 -0.1 0.01
C -0.042179 2.565080 -3.318394 0.0 -0.1 -0.1 0.00
C -1.244337 3.039916 -3.822638 0.1 0.0 0.0 0.00
C -2.408597 2.350779 -3.551410 -0.1 0.0 0.0 0.00
C -2.353674 1.187368 -2.796462 0.0 0.0 0.0 0.00
C -1.146300 0.689270 -2.312957 -0.1 0.0 0.0 0.00
P -1.094674 -0.927971 -1.459030 0.0 0.2 0.2 -0.01
C -2.786890 -1.333367 -0.812960 -0.1 0.1 -0.2 0.00
C -3.994145 -1.500579 -1.790205 0.1 0.0 0.1 0.00
C -5.257741 -0.796298 -1.294510 0.0 0.0 0.0 0.00
C -5.538887 -1.180936 0.152943 0.0 0.1 0.0 0.00
C -4.378692 -0.758843 1.077499 0.0 0.0 0.0 0.00
C -3.135513 -0.329363 0.296656 0.0 -0.2 0.0 0.00
C -0.527593 -1.985447 -2.903143 0.0 -0.3 0.2 0.00
C -1.619582 -2.635514 -3.772033 0.0 0.2 0.0 0.00
C -2.174186 -3.940307 -3.199758 0.1 0.0 -0.1 0.00
C -1.046864 -4.940229 -2.969993 0.0 0.0 0.0 0.00
C -0.038314 -4.338230 -2.002353 0.0 0.0 -0.1 0.00
C 0.538838 -3.040873 -2.561541 -0.1 0.1 0.1 0.00
C 2.400611 2.357455 -0.780510 0.0 0.1 0.1 0.00
C 3.519453 3.121875 -1.127071 0.0 0.0 0.0 0.00
C 4.041169 4.086469 -0.278800 0.0 0.0 -0.1 0.00
C 3.411314 4.323649 0.927334 -0.1 0.0 0.0 0.00
C 2.284838 3.589476 1.280860 0.0 0.0 -0.1 0.00
C 1.777218 2.583569 0.461357 0.0 0.0 0.2 0.01
P 0.207142 1.687946 0.906539 0.6 -0.4 0.1 0.02
C -0.082930 1.477917 2.765449 0.1 0.0 0.1 0.00
C -0.078918 0.080061 3.393805 -0.1 0.0 0.0 0.00
C -1.005455 0.081949 4.626308 0.1 0.1 0.0 0.00
C -0.992543 1.438855 5.344317 0.0 0.0 0.0 0.00
C 0.382453 2.076946 5.200567 0.0 0.0 0.0 0.00
C 0.708586 2.391424 3.722252 -0.1 -0.1 0.0 0.00
C -0.907209 3.185929 0.748482 -0.3 -0.1 -0.3 0.01
C -2.408868 2.897939 0.773225 0.0 0.1 0.1 0.00
C -3.176389 4.175541 1.131359 0.0 0.0 0.0 0.00
C -2.628662 5.410464 0.387667 0.0 -0.1 0.0 0.00
C -1.814943 4.982821 -0.829172 0.0 0.0 0.1 0.00
C -0.589951 4.164073 -0.405227 0.0 0.0 0.1 0.00
H 2.598532 2.289548 -4.154442 0.0 0.0 -0.1 0.00
H 2.435119 0.550653 -4.361379 0.0 0.0 0.0 0.00
H 3.869220 1.201075 -3.576885 0.0 0.0 0.0 0.00
H 0.846454 3.153188 -3.511612 0.0 0.0 0.0 0.00
H -1.264476 3.951597 -4.405071 0.0 0.0 0.0 0.00
H -3.360433 2.707815 -3.923165 0.0 0.0 0.0 0.00
H -3.276484 0.669712 -2.587378 0.0 0.0 0.0 0.00
H -2.606675 -2.289140 -0.317283 0.0 -0.1 -0.1 0.00
H -4.231276 -2.560384 -1.873593 0.0 0.0 0.0 0.00
H -3.761256 -1.170723 -2.797461 0.0 0.0 0.0 0.00
H -6.095001 -1.094524 -1.927560 0.0 0.0 0.0 0.00
H -5.168373 0.291299 -1.386752 0.0 0.0 0.0 0.00
H -5.678589 -2.263879 0.199730 0.0 0.0 0.0 0.00
H -6.474719 -0.732186 0.486145 0.0 0.0 0.0 0.00
H -4.108760 -1.580990 1.743796 0.0 0.0 0.0 0.00
H -4.689177 0.073513 1.713352 0.0 0.0 0.0 0.00
H -2.296548 -0.234218 0.989147 0.0 0.0 0.0 0.00
H -3.290514 0.650368 -0.147080 0.0 0.0 0.0 0.00
H -0.053557 -1.202182 -3.502127 0.1 -0.1 0.0 0.00
H -1.146027 -2.872214 -4.730804 0.0 0.0 0.0 0.00
H -2.410716 -1.922394 -3.996488 0.0 0.0 -0.1 0.00
H -2.919283 -4.348182 -3.885126 0.0 0.0 0.0 0.00
H -2.674541 -3.760522 -2.247173 0.0 0.0 0.0 0.00
H -0.556685 -5.158405 -3.925261 0.0 -0.1 0.0 0.00
H -1.440860 -5.882158 -2.585202 0.0 0.0 0.0 0.00
H 0.771682 -5.040385 -1.789057 0.0 0.0 0.0 0.00
H -0.542680 -4.126857 -1.057649 0.0 0.0 0.1 0.00
H 1.065984 -3.272290 -3.494394 0.0 0.0 0.0 0.00
H 1.270176 -2.625389 -1.875475 0.0 0.0 0.0 0.00
H 3.999885 2.959743 -2.084586 0.0 0.0 0.0 0.00
H 4.914824 4.655256 -0.568245 0.0 0.0 0.0 0.00
H 3.778141 5.093751 1.593958 0.0 0.0 0.0 0.00
H 1.794419 3.834372 2.205043 0.0 0.0 0.0 0.00
H -1.129377 1.799412 2.792451 0.0 0.1 0.0 0.00
H 0.937799 -0.182901 3.688625 0.0 0.0 0.0 0.00
H -0.415067 -0.687438 2.704053 0.0 0.0 0.1 0.00
H -0.670547 -0.696117 5.314707 0.0 0.0 0.0 0.00
H -2.023656 -0.176509 4.325176 0.0 0.0 0.0 0.00
H -1.248323 1.316502 6.397066 0.0 0.0 0.0 0.00
H -1.748760 2.107394 4.921708 0.0 0.0 0.0 0.00
H 1.134548 1.395948 5.606475 0.0 0.0 0.0 0.00
H 0.441724 2.994058 5.787644 0.1 0.0 0.0 0.00
H 1.775468 2.239894 3.552250 0.0 0.0 0.0 0.00
H 0.477144 3.442285 3.535745 0.0 0.0 0.0 0.00
H -0.648716 3.689787 1.687835 0.0 0.0 0.0 0.00
H -2.671974 2.116362 1.487657 0.0 0.0 0.0 0.00
H -2.706456 2.542317 -0.214621 0.0 0.0 0.0 0.00
H -3.111073 4.334379 2.210701 0.0 0.0 0.0 0.00
H -4.233618 4.030122 0.901275 0.0 0.0 0.0 0.00
H -1.989593 5.999267 1.051692 0.0 0.0 0.0 0.00
H -3.447905 6.063996 0.088095 0.0 0.0 0.0 0.00
H -1.481129 5.855197 -1.393691 0.0 0.0 0.0 0.00
H -2.445974 4.397308 -1.502463 0.0 0.0 0.0 0.00
H 0.197944 4.847561 -0.082687 0.0 0.0 0.0 0.00
H -0.200011 3.623907 -1.261060 0.0 0.0 0.0 0.00
C 5.659412 -1.820299 0.514555 -0.1 0.0 0.0 0.00
C 4.541518 -0.798072 0.318336 -0.1 0.0 -0.1 0.00
O 5.056896 0.542172 0.265881 0.1 -0.1 0.0 0.00
P 3.485646 -0.649007 1.820593 0.1 0.2 -0.3 0.00
O 4.352412 0.265011 2.772491 -0.1 0.1 0.1 0.00
O 3.435597 -1.981027 2.656220 0.0 0.0 -0.1 0.00
O 2.152393 -0.082552 1.497440 0.1 -0.8 0.2 0.00
P 3.823460 -1.010636 -1.388397 -0.1 0.3 0.1 0.00
O 3.615787 -2.545666 -1.687693 0.0 0.0 0.0 0.00
O 4.823252 -0.387603 -2.276026 0.0 0.0 0.1 0.00
O 2.355810 -0.392121 -1.453567 0.3 -0.1 -0.1 0.04
H 6.229658 -1.564614 1.408555 0.0 0.0 0.0 0.00
H 6.338467 -1.788440 -0.338438 0.0 0.0 0.0 0.00
H 5.257409 -2.829172 0.612029 0.0 0.0 0.0 0.00
H 5.442439 0.661408 -0.620039 0.0 0.0 0.0 0.00
H 4.589709 1.112976 2.368460 0.1 0.0 -0.1 0.00
H 4.153332 -2.083932 3.294318 0.0 0.0 0.0 0.00
H 4.316717 -2.879243 -2.264048 0.0 0.0 -0.1 0.00
F 2.645191 -7.515347 1.890447 -0.1 0.1 0.0 0.00
C 1.950650 -6.386063 1.770880 0.1 -0.1 0.1 0.01
C 2.528308 -5.264564 1.204302 -0.1 0.1 0.1 0.00
F 3.797504 -5.291636 0.780552 -0.1 0.0 0.0 0.00
C 1.787119 -4.101356 1.086638 0.3 0.0 0.0 0.01
F 2.389259 -3.053335 0.494551 -0.1 -0.1 0.0 0.01
C 0.478030 -3.990447 1.511613 -0.1 0.0 0.0 0.02
S -0.597727 -2.653222 1.116076 0.3 0.1 -0.1 0.06
C -0.062195 -5.125769 2.113392 0.0 -0.2 0.2 0.01
F -1.312278 -5.102348 2.582258 0.0 0.0 -0.1 0.00
C 0.646992 -6.310081 2.239386 0.0 0.2 0.0 0.00
F 0.087369 -7.366583 2.819848 0.0 0.0 0.0 0.00

# 2
116
Properties=species:S:1:pos:R:3:forces:R:3:mulliken_charge:R:1 method="wB97M-V/def2-TZVPD" max_force_ev_per_a=2.49 total_charge=-1 de_lowest_ev=9.0353 lumo_ev="2.19 / 2.19" homo_lumo_gap_ev="3.66 / 3.67" homo_ev="-1.4757 / -1.4792"
Tl -0.399812 0.126280 -1.405713 -1.6 0.1 -1.8 1.77
C 2.670688 0.563380 0.782887 0.3 0.0 0.2 -0.30
C 3.731488 -0.235520 0.027887 -0.3 0.1 -0.1 -2.88
C 3.145488 -1.223720 -0.981213 0.4 0.6 0.1 1.86
C 4.221388 -1.997020 -1.822213 -0.1 -0.1 0.0 -0.50
C 3.227688 -4.274020 -2.325413 -1.2 0.1 0.1 -0.91
C 1.868788 -4.172720 -2.334513 1.9 -1.0 -0.7 -0.69
C 0.919788 -3.298320 -1.730613 -0.8 1.6 1.7 -0.44
N 0.985688 -2.323720 -0.862513 -0.3 -1.5 -0.9 -0.49
N 1.842088 1.480880 0.007887 0.4 0.2 0.0 1.61
C 1.131788 2.372380 0.915787 -0.1 0.1 0.0 -2.77
C -0.213912 1.922880 1.482187 -0.5 0.4 -1.4 1.05
C -0.552312 2.728580 2.648387 -0.5 0.4 0.6 -0.50
C -1.621212 2.521780 3.438787 0.4 0.4 -0.1 -1.82
C -2.623712 1.481280 3.111687 -0.1 0.2 0.3 0.49
C -1.844012 0.115780 1.686187 -0.1 -0.7 -0.5 -1.97
N -0.419812 0.514380 1.586087 0.7 -0.4 0.7 0.20
C 2.620488 2.282480 -0.918113 0.0 -0.2 0.1 -0.87
C 1.769688 3.014680 -1.920413 0.0 0.2 0.0 0.10
C 2.214988 4.204280 -2.480913 0.0 0.1 -0.2 -1.12
C 1.503088 4.753180 -3.541313 0.0 -0.3 0.1 -0.43
C 0.368788 4.094280 -3.986413 0.2 0.4 0.0 -1.44
C -0.034012 2.943680 -3.328413 0.0 0.0 -0.2 0.10
N 0.649588 2.419980 -2.313313 0.3 0.2 0.0 0.64
H 3.197688 1.125280 1.580287 -0.1 0.0 0.0 0.41
H 1.989588 -0.146320 1.258387 0.1 0.1 0.0 -0.34
H 4.267988 -0.827420 0.777087 0.0 0.0 0.0 0.69
H 4.468088 0.411680 -0.449913 0.1 0.0 0.0 0.47
H 5.223788 -1.573020 -1.706513 0.1 0.0 0.2 0.51
H 3.642088 -5.062220 -2.940313 -0.1 -0.1 -0.2 0.43
H 1.389088 -4.896320 -2.989413 0.0 0.1 0.0 0.32
H -0.104512 -3.448120 -2.066813 0.0 0.1 -0.1 0.44
H 0.934988 3.299580 0.372587 0.1 0.1 0.1 0.43
H 1.796588 2.631780 1.767387 0.1 0.0 -0.1 0.51
H 0.098688 3.569880 2.855887 0.1 0.2 0.1 0.49
H -1.803612 3.151780 4.299787 0.1 0.1 0.1 0.27
H -3.546212 1.632280 3.681387 0.1 0.0 -0.1 0.61
H -2.021612 -0.764720 1.065587 -0.1 -0.1 0.0 0.46
H 3.246388 1.613180 -1.512013 0.1 0.1 0.1 0.75
H 3.284488 2.993880 -0.390513 0.0 0.0 -0.1 0.22
H 3.119688 4.671280 -2.118013 0.1 0.0 0.0 0.48
H 1.848388 5.659680 -4.020113 0.0 0.1 0.0 0.41
H -0.190112 4.468980 -4.831713 -0.1 0.0 0.0 0.46
H -0.870812 2.342580 -3.652613 -0.2 -0.2 0.0 0.26
C -3.672812 4.549780 1.546987 0.0 -0.1 0.0 -0.97
C -2.465912 4.419980 0.633387 0.6 -0.5 -0.3 -0.96
Ge -1.959912 2.477380 0.178387 -1.3 -0.3 0.8 0.85
C -3.284212 2.057680 -1.417413 1.0 0.1 0.3 -0.17
C -4.680612 2.644480 -1.359013 0.2 0.1 0.3 -1.48
C -2.794712 1.293480 1.585187 -0.2 0.3 -0.7 -0.84
C -2.080112 0.019080 3.200587 1.0 -0.3 0.8 0.84
Ge -0.059712 -0.313020 3.288487 0.1 -0.2 -0.5 1.36
C 0.015788 -2.269420 2.746787 0.0 0.6 0.3 0.45
C 0.695788 -3.234820 3.704087 -0.1 0.2 0.0 -1.70
C 1.669688 0.263380 4.278387 -1.1 -0.2 -0.5 -0.32
C 1.751888 -0.136820 5.740487 -0.1 0.0 0.0 -1.47
C -3.014312 -0.972820 3.768687 -0.1 -0.2 0.1 -0.43
C -4.157012 -1.378520 3.081587 0.0 0.0 0.0 -0.56
C -5.040812 -2.278220 3.646187 -0.2 -0.1 0.0 -0.89
C -4.806712 -2.799420 4.906887 0.0 -0.1 0.1 -0.46
C -3.666512 -2.416320 5.595287 0.0 -0.1 0.2 -0.87
C -2.781112 -1.518320 5.029087 0.0 0.1 0.0 0.04
H -3.936012 5.598180 1.711387 -0.1 0.0 0.0 0.39
H -3.464612 4.092980 2.510387 -0.1 0.0 0.1 0.17
H -4.532712 4.045180 1.115487 -0.2 0.0 0.0 0.15
H -1.612812 4.921980 1.086987 0.2 0.1 0.0 0.44
H -2.668012 4.924780 -0.311413 0.1 0.0 -0.1 0.49
H -3.333712 0.968480 -1.455613 0.2 0.0 0.0 0.36
H -2.786012 2.382080 -2.326913 0.1 -0.1 -0.2 0.23
H -5.194212 2.349880 -0.445813 -0.2 0.0 0.1 0.28
H -5.273412 2.289480 -2.205113 0.0 0.0 0.0 0.41
H -4.644612 3.730780 -1.402113 -0.1 0.2 0.0 0.29
H -3.803712 0.965480 1.341587 -0.1 0.0 -0.1 0.55
H 0.501488 -2.289620 1.771987 0.0 0.1 -0.1 -0.37
H -1.015712 -2.590920 2.590487 -0.1 0.1 0.0 0.41
H 1.752788 -2.995720 3.807287 0.2 0.0 0.1 0.35
H 0.611188 -4.257520 3.334087 0.1 -0.1 0.1 0.37
H 0.236788 -3.192920 4.691787 0.0 -0.1 0.1 0.43
H 1.782088 1.340880 4.173987 -0.1 0.1 -0.2 0.47
H 2.472488 -0.217520 3.719387 0.0 0.0 -0.2 0.27
H 0.968888 0.343780 6.324687 0.0 0.0 0.1 0.36
H 2.719288 0.150180 6.160687 0.0 0.0 0.1 0.38
H 1.645688 -1.214120 5.846187 0.0 -0.1 0.1 0.28
H -4.357912 -0.990620 2.096687 0.0 0.1 -0.2 0.31
H -5.926612 -2.574420 3.099387 0.0 0.0 0.0 0.41
H -5.500912 -3.504620 5.345087 0.0 0.0 0.0 0.38
H -3.468912 -2.824520 6.577387 0.0 0.0 0.1 0.39
H -1.880912 -1.222420 5.558187 0.0 0.0 0.0 0.42
C 5.658488 -4.055220 -1.869313 -0.2 0.0 0.0 -2.37
C 4.267988 -3.507120 -1.545613 0.2 0.2 0.1 2.83
C 3.495088 -1.450420 -3.023013 0.0 0.1 -0.1 -2.20
C 2.624888 -0.731920 -2.318913 0.1 0.0 -0.1 -0.36
N 2.232788 -2.066820 -0.241413 0.3 -0.4 -0.2 0.81
C 2.844688 -3.153520 0.399287 0.0 -0.3 0.5 -0.26
C 3.909288 -3.767220 -0.105313 -0.1 0.1 0.0 -1.59
H 5.899488 -3.879620 -2.916713 0.1 0.0 -0.1 0.44
H 5.698388 -5.127520 -1.680413 0.0 -0.1 0.0 0.53
H 6.409788 -3.568920 -1.246913 0.0 0.0 0.0 0.49
H 3.655388 -1.599720 -4.076613 0.0 0.1 -0.2 0.34
H 1.801288 -0.085220 -2.581013 0.0 0.1 -0.4 1.07
H 2.415088 -3.422020 1.357587 -0.1 -0.1 0.1 0.07
H 4.435788 -4.544120 0.429187 0.0 -0.1 0.1 0.38
C -2.373812 -1.441820 -4.324213 0.1 0.1 -0.4 -1.37
C -1.202912 -0.540520 -4.802313 0.0 -0.5 0.2 1.40
C -0.145212 -1.429520 -5.510713 -0.4 0.1 -0.1 -1.54
C -1.769812 0.454780 -5.857113 0.1 -0.3 0.2 -1.91
N -0.633612 0.178280 -3.753313 0.7 1.1 1.9 -0.49
H -2.858412 -1.953720 -5.156613 -0.2 -0.3 -0.2 0.43
H -3.107612 -0.825420 -3.809113 -0.1 0.1 0.1 0.20
H -1.996312 -2.178520 -3.619013 0.1 -0.1 0.1 0.11
H -0.568512 -1.936820 -6.378213 0.0 -0.3 -0.3 0.44
H 0.237388 -2.168620 -4.810313 0.1 -0.1 0.2 0.16
H 0.683988 -0.803220 -5.834413 0.1 0.1 0.0 0.31
H -2.234612 -0.075920 -6.689513 -0.1 0.0 -0.2 0.48
H -0.961112 1.075880 -6.238213 0.1 0.1 0.0 0.33
H -2.509812 1.098980 -5.385113 -0.1 0.0 0.1 0.28